# C7H11NO

2 unconnected molecules or ions with the total composition C7H11NO (ωB97M-V with the def2-TZVPD basis set, the OMol25 dataset).

Element x y z (Å)
C (-0.19298, -1.16345, 1.91412)
C (-0.35399, -1.78292, 0.75414)
C (-1.35630, -1.30084, -0.22897)
N (-1.28566, -1.90871, -1.44009)
O (-2.18310, -0.44797, 0.00957)
H (-0.79735, -0.30049, 2.14088)
H (0.51269, -1.48978, 2.65470)
H (0.23185, -2.64925, 0.47852)
H (-1.93722, -1.63798, -2.15702)
H (-0.59732, -2.60927, -1.65594)
C (-1.15390, 2.45909, 0.46573)
C (-0.27563, 1.96435, -0.17898)
C (0.82670, 1.42997, -0.95821)
C (2.01053, 1.04606, -0.07218)
H (-1.96829, 2.81531, 1.02501)
H (0.47265, 0.55150, -1.50324)
H (1.14029, 2.18109, -1.69069)
H (1.69541, 0.30340, 0.67245)
H (2.81047, 0.61655, -0.67568)
H (2.40115, 1.92333, 0.44588)

Values from the calculation:
* lowest unoccupied orbital energy: 0.8 eV
* frontier orbital gap: 10.21 eV
* HOMO level: -0.345 Ha

natural (NBO) population analysis, charges in e, atoms 1 to 8: -0.297 -0.324 0.622 -0.821 -0.600 0.226 0.200 0.198


# C7H11NO

A molecular structure, C7H11NO (ωB97M-V with the def2-TZVPD basis set, the OMol25 dataset).

Element x y z (Å)
C (-0.95237, -0.10984, -0.25282)
C (-1.15670, 0.19312, 1.22057)
C (-1.16318, 1.03617, -1.21359)
C (1.88587, 0.71670, -0.54361)
C (0.98498, -0.49536, -0.37257)
C (0.90766, -1.09257, 1.04265)
C (-0.19217, -0.80165, 1.75998)
O (-1.54454, -1.26753, -0.67558)
N (1.05499, -1.58905, -1.07358)
H (-0.78514, -1.88165, -0.90755)
H (-0.90899, 1.21986, 1.50152)
H (-2.19178, -0.02227, 1.50068)
H (1.74811, -1.66574, 1.40764)
H (-0.32962, -1.23260, 2.74663)
H (-2.22619, 1.29814, -1.20945)
H (-0.90743, 0.73801, -2.22924)
H (-0.58390, 1.91551, -0.93606)
H (1.85667, 1.05860, -1.57881)
H (1.58734, 1.53399, 0.11637)
H (2.91638, 0.44818, -0.30320)

Values from the calculation:
* lowest unoccupied orbital energy (alpha / beta): -0.4 / -1.0 eV
* frontier orbital gap (alpha / beta): 7.69 / 7.74 eV
* HOMO level (alpha / beta): -0.299 / -0.322 Ha

natural (NBO) population analysis, charges in e, atoms 1 to 8: 0.460 -0.537 -0.678 -0.644 -0.014 -0.186 -0.134 -0.755


# C7H11NO

A single C7H11NO molecule (ωB97M-V with the def2-TZVPD basis set, the OMol25 dataset).

Element x y z (Å)
C (1.24923, -2.78948, -0.14167)
C (0.86696, -1.36634, 0.24984)
C (1.52586, -0.11777, 0.10512)
N (2.35480, 0.73878, -0.25094)
O (3.34682, 1.22517, 0.23415)
C (-0.00671, -0.31822, -0.31927)
C (-0.79257, 0.72225, 0.41550)
C (-0.50566, 2.09671, -0.10502)
C (-2.29233, 0.48651, 0.27635)
H (1.21325, -3.30206, 0.77581)
H (2.21944, -2.75389, -0.45021)
H (0.74496, -3.30234, -0.89605)
H (-0.22547, -0.54754, -1.35006)
H (-0.58457, 0.71947, 1.44298)
H (-0.73393, 2.13841, -1.13328)
H (0.62606, 2.30844, -0.15675)
H (-0.99548, 2.80588, 0.42987)
H (-2.44238, 0.05064, -0.66620)
H (-2.87386, 1.55682, 0.50858)
H (-2.69444, -0.35145, 1.03126)

Values from the calculation:
* lowest unoccupied orbital energy (alpha / beta): -0.5 / -0.5 eV
* frontier orbital gap (alpha / beta): 7.65 / 7.65 eV
* HOMO level (alpha / beta): -0.298 / -0.298 Ha

natural (NBO) population analysis, charges in e, atoms 1 to 8: -0.648 0.051 0.104 0.084 -0.360 -0.151 -0.262 -0.587


# C7H11NO

A molecular structure, C7H11NO (ωB97M-V with the def2-TZVPD basis set, the OMol25 dataset).

Element x y z (Å)
C (0.17496, -0.51734, -0.35811)
C (0.56574, -1.73642, 0.40496)
C (0.19380, -0.59718, -1.82744)
C (-2.25077, 1.04672, 0.21741)
N (-1.12882, 0.34436, 0.83192)
C (0.37588, 0.91328, 0.19631)
C (1.65154, 0.84296, 0.96759)
C (2.78222, 0.84166, 1.37837)
O (0.27088, 1.95231, -0.52849)
H (-1.34111, 0.18256, 1.81405)
H (-0.20612, -2.49695, 0.22409)
H (0.60745, -1.57513, 1.48164)
H (1.52450, -2.14120, 0.06242)
H (-0.75769, -0.19561, -2.20649)
H (0.46662, -1.57963, -2.22046)
H (0.94190, 0.06295, -2.28570)
H (-2.51616, 0.58304, -0.73629)
H (-3.10880, 1.00268, 0.89280)
H (-2.05177, 2.10669, 0.04340)
H (3.80576, 0.96025, 1.64802)

Values from the calculation:
* lowest unoccupied orbital energy: 0.2 eV
* frontier orbital gap: 8.61 eV
* HOMO level: -0.311 Ha

natural (NBO) population analysis, charges in e, atoms 1 to 8: 0.376 -0.685 -0.722 -0.424 -0.610 0.367 -0.054 -0.250


# C7H11NO

A single C7H11NO molecule (ωB97M-V with the def2-TZVPD basis set, the OMol25 dataset).

Element x y z (Å)
C (-1.80711, 0.24276, -1.48089)
C (-1.11754, -0.38348, -0.51462)
N (-1.65123, -1.43500, 0.21782)
C (0.30104, -0.04869, -0.18442)
C (0.44740, 1.13472, 1.27693)
C (1.06517, 0.72953, -1.23830)
C (1.06380, -1.17392, 0.40570)
C (1.64678, -0.84353, 1.54792)
O (2.07343, -0.93143, 2.64287)
H (-2.83228, -0.02276, -1.69393)
H (-1.35129, 0.95293, -2.14538)
H (-2.65490, -1.51917, 0.20112)
H (-1.23233, -1.59667, 1.12193)
H (1.40814, 1.63359, 1.37629)
H (-0.03278, 0.81527, 2.19857)
H (-0.21876, 1.86819, 0.82644)
H (0.60493, 1.69204, -1.45036)
H (2.08521, 0.89717, -0.90320)
H (1.09406, 0.14239, -2.15785)
H (1.10828, -2.15394, -0.04666)

Values from the calculation:
* lowest unoccupied orbital energy: 0.7 eV
* frontier orbital gap: 9.02 eV
* HOMO level: -0.305 Ha

natural (NBO) population analysis, charges in e, atoms 1 to 8: -0.509 0.155 -0.812 0.028 -0.676 -0.622 -0.565 0.722


# C7H11NO

A single C7H11NO molecule (ωB97M-V with the def2-TZVPD basis set, the OMol25 dataset).

Element x y z (Å)
C (0.91990, -1.25289, 0.66276)
C (0.81248, -0.71442, -0.60562)
C (0.10942, -0.74402, 1.59211)
C (-0.04498, 0.43850, -0.71201)
C (-0.25840, -0.75484, 3.03454)
C (0.63687, 1.68282, -1.51697)
C (-1.32472, -0.06779, -1.45931)
N (-0.53512, 0.85376, 0.53358)
O (-1.53568, 1.52470, 0.79172)
H (1.40750, -2.21373, 0.79870)
H (1.60774, -1.01451, -1.23705)
H (-1.30563, -0.59692, 3.20208)
H (0.28939, 0.17855, 3.53265)
H (0.16509, -1.64621, 3.49555)
H (-0.17429, 2.38915, -1.86445)
H (1.21738, 1.53215, -2.37326)
H (1.29682, 2.23765, -0.81120)
H (-1.87805, 0.86928, -1.79030)
H (-1.80105, -0.68050, -0.58175)
H (-1.07060, -0.70860, -2.27877)

Values from the calculation:
* lowest unoccupied orbital energy (alpha / beta): -0.2 / 0.7 eV
* frontier orbital gap (alpha / beta): 7.49 / 8.20 eV
* HOMO level (alpha / beta): -0.281 / -0.274 Ha

natural (NBO) population analysis, charges in e, atoms 1 to 8: -0.342 -0.151 0.205 -0.014 -0.699 -0.598 -0.583 0.084


# C7H11NO

A molecular structure, C7H11NO (ωB97M-V with the def2-TZVPD basis set, the OMol25 dataset).

Element x y z (Å)
C (1.19362, -0.37846, 0.03744)
C (1.63578, 1.13294, -0.35933)
C (0.29711, 1.99375, 0.00168)
C (-0.74661, 0.95708, 0.08814)
C (-2.29789, 0.19284, 0.19990)
C (-0.59082, -1.09184, -0.23626)
C (-0.03962, -0.31418, 0.88490)
H (3.23412, -1.21416, 0.30506)
H (2.19425, -2.01272, -0.95353)
H (2.61844, 1.49004, 0.35060)
H (1.63023, 1.07489, -1.53829)
H (0.24030, 2.67220, -0.99528)
H (0.42162, 2.80941, 0.99248)
H (-0.64590, 0.49438, -0.98330)
H (-3.22358, 0.70056, -0.29017)
H (-2.48909, -0.42046, 1.17372)
H (-0.29979, -2.12014, -0.45507)
H (-0.41528, -0.51024, 1.87832)
N (2.12755, -1.45913, 0.15675)
O (-1.85846, -0.96282, -0.53509)

Values from the calculation:
* lowest unoccupied orbital energy: 0.9 eV
* frontier orbital gap: 7.93 eV
* HOMO level: -0.257 Ha

natural (NBO) population analysis, charges in e, atoms 1 to 8: 0.105 -0.449 -0.412 -0.237 -0.082 0.150 -0.357 0.377


# C7H11NO

A single C7H11NO molecule (ωB97M-V with the def2-TZVPD basis set, the OMol25 dataset).

Element x y z (Å)
H (2.79531, -2.17183, -1.50235)
N (1.90752, -1.93868, -2.08562)
C (0.89881, -1.50680, -1.49346)
O (-0.30844, -1.27184, -1.76601)
C (-0.19345, -1.16033, -0.29665)
C (-0.49617, -2.45973, 0.39930)
C (-0.28797, -3.71240, -0.00218)
C (-0.54761, 0.19824, 0.20713)
C (-0.11779, 1.40786, -0.60471)
C (-0.30759, 2.77567, 0.02788)
H (-0.53284, -2.24107, 1.54338)
H (-0.30174, -4.47732, 0.73663)
H (0.08655, -4.08692, -0.93171)
H (-1.69477, 0.26853, 0.33783)
H (-0.33227, 0.31352, 1.27327)
H (0.89108, 1.44612, -0.90585)
H (-0.79162, 1.30854, -1.36555)
H (-0.93334, 3.38193, -0.68096)
H (0.59969, 3.35484, 0.25242)
H (-0.96546, 2.75015, 0.87941)

Values from the calculation:
* lowest unoccupied orbital energy: 0.8 eV
* frontier orbital gap: 9.45 eV
* HOMO level: -0.318 Ha

natural (NBO) population analysis, charges in e, atoms 1 to 8: 0.382 -0.721 0.619 -0.465 0.126 -0.220 -0.381 -0.429


Taking the records one at a time from the top gives molecular weight values of 125.2, 125.2, 125.2, 125.2, 125.2, 125.2, 125.2, 125.2 u.
Taking the records one at a time from the top gives energy above the lowest of the compared OMol25 structures with the same formula, charge and spin values of 2.402, 5.120, 7.302, 5.899, 3.159, 6.684, 10.112, 4.297 eV.